(1)
The following is a quantum chemistry calculation of 9 unconnected molecules or ions with the total composition C21H63N12O9 at a distorted geometry, from OMol25.

Properties
- E_HOMO (spin up / spin down) (eV) = -9.305 / -9.304
- Kohn-Sham gap (spin up / spin down) (eV) = 9.12 / 4.35
- <S²> = 0.754
- 2S+1 = 2

```
105
C21H63N12O9, DFT ωB97M-V/def2-TZVPD
C 0.22726 0.43551 0.07233
O -0.95258 0.80853 0.71230
H 0.99684 1.17559 0.29169
H 0.57970 -0.53803 0.41308
H 0.17881 0.35836 -1.01386
C 0.95824 4.79958 2.13109
C -0.53479 4.51852 2.28374
C -1.38439 5.54877 2.97553
O -0.86726 5.89470 4.26735
C -0.74745 4.84054 5.28178
N -1.09995 4.20941 0.98463
H 1.65966 4.05159 1.76149
H 1.45795 5.14638 3.03559
H 1.05581 5.59279 1.38988
H -0.45686 3.63454 2.91668
H -2.39478 5.15884 3.09866
H -1.41471 6.45646 2.37280
H -1.72180 4.73961 5.75986
H -0.16837 5.16132 6.14772
H -0.39741 3.83724 5.03899
H -0.78065 3.25316 0.92351
H -2.08874 4.01556 1.05396
C -0.71274 -6.82694 0.52341
C 0.09822 -6.00855 1.52864
C 0.08719 -4.48595 1.35767
O 0.87284 -3.91368 2.38001
C 0.69570 -2.46923 2.51576
N -0.43407 -6.25519 2.84913
H -0.06780 -6.84710 -0.35508
H -1.65692 -6.36811 0.22995
H -0.90478 -7.82488 0.91751
H 1.12863 -6.34759 1.42190
H -0.89530 -4.01392 1.35676
H 0.51692 -4.29264 0.37478
H -0.25395 -2.00620 2.24767
H 1.36906 -1.97916 1.81255
H 0.90462 -2.23613 3.55985
H -1.42677 -6.08846 2.76632
H -0.19608 -5.53641 3.51757
C 0.02091 0.23148 -4.75762
C -1.11397 -0.76986 -4.26723
C -0.54488 -2.06550 -3.50764
O -1.56184 -2.81377 -2.77839
C -1.17497 -4.15224 -2.54705
N -2.05873 -0.10236 -3.42763
H 0.42463 -0.05937 -5.72743
H 0.86095 0.25872 -4.06357
H -0.33239 1.23756 -4.98363
H -1.63333 -1.19867 -5.12425
H 0.21440 -1.69219 -2.82045
H 0.02153 -2.72816 -4.16199
H -1.34917 -4.81235 -3.39676
H -1.81603 -4.57433 -1.77311
H -0.11233 -4.25330 -2.32637
H -2.60452 -0.84384 -3.01240
H -1.65337 0.27292 -2.58209
C 4.28805 -0.83329 0.21710
C 4.74728 -1.23630 -1.14258
C 3.84878 -0.68602 -2.32842
O 4.15190 -1.54471 -3.46053
C 3.69349 -0.99459 -4.66780
N 6.19777 -1.04497 -1.31666
H 4.87258 -1.25038 1.03713
H 3.38851 -1.31170 0.60446
H 3.95302 0.20373 0.19593
H 4.62592 -2.31952 -1.14195
H 4.06519 0.34777 -2.59774
H 2.77871 -0.68552 -2.12093
H 2.60741 -1.08688 -4.66618
H 4.06238 -1.56376 -5.52107
H 3.93761 0.04317 -4.89487
H 6.39322 -0.53879 -2.16853
H 6.66465 -0.49745 -0.60789
C -4.00664 2.55931 -0.07018
O -4.89823 3.26785 -0.43825
N -3.41007 1.73875 -0.84337
N -3.48713 2.46298 1.10206
H -3.59436 1.90008 -1.82322
H -2.54548 1.32287 -0.52772
H -3.83376 2.92705 1.92946
H -2.60305 1.98270 1.19052
C 1.67684 3.57220 -2.63958
O 2.22252 2.64840 -3.14651
N 1.31714 4.66707 -3.25333
N 1.47740 3.68616 -1.39838
H 0.67608 5.15973 -2.64799
H 1.35258 4.62664 -4.26190
H 1.48703 2.76894 -0.97564
H 1.04500 4.50303 -0.99114
C -3.62980 -1.89634 0.47346
O -4.54911 -2.67297 0.30053
N -3.61947 -0.82979 1.17048
N -2.56206 -2.01666 -0.21439
H -3.09468 0.01827 1.01080
H -4.34080 -0.75811 1.87378
H -2.67686 -2.60421 -1.02785
H -1.78960 -1.37318 -0.11777
C -1.03451 0.69787 4.28492
O -1.40005 0.68848 5.44970
N -1.94243 0.59060 3.34199
N 0.11416 0.94412 3.83256
H -1.58871 0.50820 2.39956
H -2.88605 0.35373 3.61322
H 0.22391 0.75635 2.84626
H 0.80730 1.26574 4.49303
```

=====

(2)
The following is a quantum chemistry calculation of a molecular structure, C3H3P3 at a distorted geometry, from OMol25.

Properties
- E_HOMO (spin up / spin down) (eV) = -8.084 / -8.045
- Kohn-Sham gap (spin up / spin down) (eV) = 5.90 / 6.07
- 2S+1 = 1

```
9
C3H3P3, DFT ωB97M-V/def2-TZVPD
C 1.30817 1.34238 -0.00907
C 1.48039 -0.02856 0.09436
C 0.08822 -0.30478 -0.01808
P 1.12320 3.01981 -0.01127
P 2.94263 -0.93736 -0.05727
P -1.41863 0.30552 -0.03582
H -0.45855 3.02630 -0.04024
H 2.44706 -2.19989 0.29007
H -2.16802 -0.89002 -0.27780
```